Record 1
Here is one molecule with the formula C22H23ClN2O in a non-equilibrium geometry from the Open Molecules 2025 dataset. Energies are from ωB97M-V with the def2-TZVPD basis set.

Cartesian coordinates (Å):
Cl  3.0166  -4.6989  3.4802
N  3.4426  -2.5890  1.9749
O  -0.3514  -0.8517  2.5945
C  2.5144  -3.2058  2.7420
C  3.0910  -1.4336  1.3761
C  1.2826  -2.6587  2.9841
C  -3.1131  3.9822  1.1797
C  0.0224  3.3757  -2.4568
C  -2.7547  2.7664  1.7183
C  0.4246  2.1834  -1.8928
C  0.8956  -1.4500  2.3802
C  1.8400  -0.8199  1.5268
C  -2.5480  4.3956  -0.0498
C  -0.9489  4.0937  -1.7967
C  -1.7607  1.9710  1.1254
C  -0.1120  1.6507  -0.6965
C  -1.5351  3.6473  -0.6140
C  -1.1189  2.3932  -0.0445
N  0.3944  0.4494  -0.1838
C  -1.2505  -1.3289  3.6387
C  0.6601  -1.1544  -2.0360
C  4.1998  -0.7541  0.6491
C  -0.1498  -0.8109  -0.8016
C  1.4984  0.4711  0.7946
C  4.0603  0.7584  0.6762
C  2.7289  1.0869  0.0551
H  0.5828  -3.1713  3.6162
H  -3.8369  4.6341  1.6717
H  0.4972  3.7906  -3.3590
H  -3.1835  2.4192  2.6784
H  1.1501  1.6321  -2.4623
H  -2.8584  5.2973  -0.5138
H  -1.2479  4.9839  -2.3017
H  -1.4340  1.0730  1.5735
H  -0.7401  -1.3263  4.5807
H  -1.5912  -2.3516  3.4340
H  -2.1352  -0.7340  3.6394
H  0.3007  -2.1189  -2.3428
H  0.4691  -0.4710  -2.8424
H  1.7257  -1.2055  -1.8573
H  4.2949  -1.1178  -0.3755
H  5.1477  -0.9724  1.1629
H  -0.0174  -1.6399  -0.0938
H  -1.2140  -0.6738  -1.0571
H  1.2308  1.1775  1.5785
H  4.9013  1.1925  0.1102
H  4.1322  1.1045  1.7440
H  2.6953  0.7786  -0.9997
H  2.6319  2.1598  0.0220

The value obtained for the total energy is -1497.04839 hartree. Its SMILES is CCN(c1cccc2ccccc12)[C@@H]1CCCc2nc(Cl)cc(OC)c21. The lowest unoccupied orbital energy is 0.4 eV. For the maximum force, the calculation gives 3.2 eV/A. The value obtained for the HOMO energy is -7.79 eV. The energy relative to the best compared isomer or geometry (same formula, charge and spin) is 0.065 eV. The frontier orbital gap comes out at 0.302 Ha.

***

Record 2
Here is one molecule with the formula C22H23ClN2O3 from the Open Molecules 2025 dataset. Energies are from ωB97M-V with the def2-TZVPD basis set.

Cartesian coordinates (Å):
C  4.9303  4.3516  0.4543
H  5.5128  3.5385  0.0267
C  3.4436  4.1310  0.2090
H  2.8729  4.9579  0.6358
H  3.2483  4.1061  -0.8663
C  2.9665  2.8221  0.8396
N  1.5529  2.6116  0.6349
C  0.6563  2.5759  1.6408
O  0.9529  2.6877  2.8108
C  -0.7789  2.3643  1.1559
C  -0.8699  1.1152  0.3455
C  -1.1721  0.9634  -0.9733
N  -1.1525  -0.3988  -1.3046
C  -1.4318  -0.9117  -2.5607
O  -1.2650  -0.2713  -3.5760
C  -2.0116  -2.2814  -2.5861
C  -1.6466  -3.1528  -3.6078
C  -2.2271  -4.4029  -3.7033
C  -3.2004  -4.7701  -2.7857
C  -3.5995  -3.8989  -1.7816
C  -3.0034  -2.6570  -1.6826
H  -3.3140  -1.9759  -0.9046
H  -4.3694  -4.1938  -1.0865
Cl  -3.9350  -6.3272  -2.9003
H  -1.9355  -5.0867  -4.4846
H  -0.8974  -2.8409  -4.3195
C  -0.7656  -1.1122  -0.1687
C  -0.4559  -2.4520  0.0224
C  -0.0316  -2.8450  1.2728
C  0.1123  -1.9347  2.3331
C  -0.1564  -0.5906  2.1367
C  -0.5844  -0.1888  0.8758
H  -0.0190  0.1458  2.9105
O  0.5427  -2.4750  3.5062
C  0.7323  -1.6135  4.6042
H  1.0906  -2.2450  5.4155
H  -0.2052  -1.1347  4.9039
H  1.4775  -0.8422  4.3871
H  0.2156  -3.8767  1.4641
H  -0.5275  -3.1771  -0.7718
C  -1.5537  1.9931  -1.9742
H  -1.6582  2.9625  -1.4935
H  -2.4982  1.7339  -2.4508
H  -0.8063  2.0625  -2.7637
H  -1.0863  3.2354  0.5754
H  -1.4179  2.2902  2.0379
H  1.2274  2.5027  -0.3129
H  3.5258  1.9789  0.4187
H  3.1232  2.8456  1.9204
H  5.2567  5.2840  0.0007
H  5.1360  4.3969  1.5209

The value obtained for the total energy is -1647.61002 hartree. Its SMILES is CCCNC(=O)Cc1c(C)n(C(=O)c2ccc(Cl)cc2)c2ccc(OC)cc12. The lowest unoccupied orbital energy is 0.1 eV. For the maximum force, the calculation gives 0.8 eV/A. The value obtained for the HOMO energy is -8.14 eV. The energy relative to the best compared isomer or geometry (same formula, charge and spin) is 0.000 eV. The frontier orbital gap comes out at 0.303 Ha.

***

Record 3
Here is C22H23ClN2OPPrS as an isolated structure in a non-equilibrium geometry from the Open Molecules 2025 dataset. Energies are from ωB97M-V with the def2-TZVPD basis set.

Cartesian coordinates (Å):
Pr  1.0420  1.1435  0.0800
Cl  1.4254  1.1382  -2.2126
C  0.6069  0.9686  2.0807
O  0.4171  0.9168  3.1570
P  -0.5226  -0.8031  -0.3080
C  0.3131  -2.3070  -0.8101
C  -1.5625  -1.2736  1.0730
C  -1.6321  -0.3025  -1.6424
C  -2.9510  -1.1226  1.0134
C  -3.7392  -1.5340  2.0885
C  -3.1494  -2.0967  3.2199
C  -1.7610  -2.2458  3.2764
C  -0.9704  -1.8332  2.2070
H  -3.4148  -0.6908  0.1310
H  -4.8204  -1.4161  2.0376
H  -3.7663  -2.4163  4.0567
H  -1.2930  -2.6799  4.1582
H  0.1118  -1.9455  2.2602
C  1.5727  -2.2838  -1.4207
C  2.1649  -3.4758  -1.8365
C  1.5108  -4.6921  -1.6391
C  0.2574  -4.7156  -1.0244
C  -0.3397  -3.5224  -0.6104
H  2.0776  -1.3309  -1.5813
H  3.1435  -3.4537  -2.3136
H  1.9768  -5.6222  -1.9592
H  -0.2565  -5.6609  -0.8628
H  -1.3110  -3.5490  -0.1212
C  -2.0533  -1.2317  -2.5896
C  -2.9595  -0.8475  -3.5799
C  -3.4448  0.4600  -3.6197
C  -3.0197  1.3897  -2.6707
C  -2.1074  1.0145  -1.6860
H  -1.6693  -2.2473  -2.5671
H  -3.2816  -1.5728  -4.3254
H  -4.1475  0.7561  -4.3967
H  -3.3880  2.4141  -2.7027
H  -1.7457  1.7412  -0.9553
H  3.8480  -0.4180  -3.6186
H  3.3986  0.0033  -4.0495
S  3.4927  2.1029  0.5239
C  3.0881  3.4749  1.4217
N  2.3036  4.4785  0.9627
C  2.3247  5.5853  1.8970
C  3.3238  5.1254  2.9950
N  3.6854  3.7828  2.5899
H  1.7540  4.4865  0.0685
H  1.3163  5.7316  2.3099
H  2.6850  6.4997  1.4058
H  2.8568  5.1233  3.9907
H  4.2246  5.7569  2.9891
H  4.3851  3.1973  3.1095

As for the charge: +2. Its spin multiplicity is 3. The value obtained for the total energy is -2752.98619 hartree. The lowest unoccupied orbital energy (alpha / beta) is -8.1 / -8.1 eV. For the maximum force, the calculation gives 9.1 eV/A. Its expectation value of S² is 2.0079. The value obtained for the HOMO energy (alpha / beta) is -14.28 / -14.24 eV. The energy relative to the best compared isomer or geometry (same formula, charge and spin) is 4.152 eV. The frontier orbital gap (alpha / beta) comes out at 0.228 / 0.227 Ha.

***

Record 4
Here is C22H23F10N5OSn as an isolated structure from the Open Molecules 2025 dataset. Energies are from ωB97M-V with the def2-TZVPD basis set.

Cartesian coordinates (Å):
Sn  -0.4197  -0.1573  -0.1105
C  2.3521  0.6506  1.8784
N  1.8203  0.7284  0.5157
C  1.6535  2.1237  0.0968
C  0.5737  2.7757  0.9424
N  -0.6133  1.9439  0.8681
C  -1.7484  2.3252  1.5268
C  -2.9910  1.7622  1.1688
F  -3.0277  0.9160  0.1170
C  -4.1850  2.0247  1.8007
F  -5.3029  1.4159  1.3894
C  -4.2380  2.9280  2.8443
F  -5.3906  3.1987  3.4673
C  -3.0624  3.5388  3.2205
F  -3.0703  4.4103  4.2343
C  -1.8651  3.2418  2.5917
F  -0.7708  3.8563  3.0924
C  2.6409  -0.0679  -0.4015
C  2.5577  -1.5311  0.0013
N  1.1529  -1.8965  0.0629
C  0.7975  -3.1661  0.4253
C  1.6004  -4.1533  1.0352
F  2.8963  -3.9059  1.3241
C  1.1321  -5.4010  1.4096
F  1.9670  -6.2610  2.0007
C  -0.1814  -5.7633  1.2099
F  -0.6365  -6.9637  1.5867
C  -1.0119  -4.8420  0.6042
F  -2.2956  -5.1476  0.3787
C  -0.5245  -3.6148  0.2156
F  -1.3824  -2.7969  -0.4280
H  3.3910  1.0037  1.9060
H  2.3221  -0.3724  2.2401
H  1.7579  1.2610  2.5510
H  1.3471  2.1226  -0.9525
H  2.5940  2.6824  0.1789
H  0.3863  3.7808  0.5474
H  0.9494  2.9148  1.9573
H  3.6850  0.2723  -0.4013
H  2.2387  0.0591  -1.4111
H  3.0868  -1.6696  0.9461
H  3.0989  -2.1261  -0.7432
C  -1.9463  -1.4005  5.1333
N  -1.3623  -1.5417  3.8037
C  0.0421  -1.1758  3.6943
C  -2.0996  -1.4998  2.6633
O  -1.6401  -0.9880  1.6180
N  -3.3369  -2.0338  2.6522
C  -4.2117  -1.7970  1.5076
C  -3.7944  -3.0602  3.5747
H  -1.4294  -0.5947  5.6572
H  -1.8477  -2.3120  5.7258
H  -2.9963  -1.1261  5.0706
H  0.5603  -1.5336  4.5831
H  0.1646  -0.0927  3.6135
H  0.4860  -1.6449  2.8184
H  -3.8375  -0.9698  0.9140
H  -5.2126  -1.5548  1.8664
H  -4.2602  -2.6887  0.8782
H  -2.9630  -3.4908  4.1245
H  -4.2578  -3.8584  2.9934
H  -4.5378  -2.6757  4.2760

The value obtained for the total energy is -2414.04712 hartree. The lowest unoccupied orbital energy is 0.3 eV. For the maximum force, the calculation gives 0.6 eV/A. The value obtained for the HOMO energy is -7.44 eV. The energy relative to the best compared isomer or geometry (same formula, charge and spin) is 0.326 eV. The frontier orbital gap comes out at 0.284 Ha.